C5H10 | ωB97M-V/def2-TZVPD

Its SMILES is CC1(C)CC1. The energy is -5346.472 eV.

The geometry in ORCA input format:
```
! RIJCOSX wB97M-V def2-TZVPD def2/J DEFGRID3
* xyz 0 1
C -0.1392 -1.3332 0.5318
C -0.5020 -0.1166 1.3417
C 1.4423 0.5085 -0.2822
C 0.0168 0.0403 -0.0612
C -0.9751 0.5492 -1.0904
H -1.9154 -0.0128 -1.0631
H 1.4828 1.5690 -0.5570
H -0.5722 0.4904 -2.1089
H 0.1283 0.1652 2.1825
H 0.7793 -1.8509 0.7996
H -1.5618 0.0799 1.4894
H -1.2124 1.6010 -0.8848
H 2.0554 0.3654 0.6145
H 1.9053 -0.0643 -1.0955
H -0.9320 -1.9912 0.1836
*
```